[1]
A molecular structure, C28H44BrCrN3P2S in a non-equilibrium geometry, computed with ωB97M-V with the def2-TZVPD basis set.

Last column: Löwdin spin population.
Positions of all 80 atoms, in Å:
C  2.559  4.366  -0.777  0.009
C  1.548  3.609  -1.429  0.018
C  1.629  3.513  -2.836  0.007
C  2.665  4.170  -3.514  0.000
N  3.590  4.891  -2.873  0.003
C  3.524  5.032  -1.547  0.000
C  0.544  2.971  -0.673  0.109
C  -0.238  2.459  0.135  0.007
C  -1.376  2.180  0.961  0.149
C  -1.530  1.086  1.902  -0.066
C  -2.816  0.344  1.807  0.072
C  -3.860  1.039  1.157  -0.001
C  -3.765  2.429  0.952  0.123
C  -2.490  3.010  0.873  -0.029
Cr  -1.126  -0.658  0.808  3.514
P  1.298  -0.612  0.098  -0.036
H  0.875  2.972  -3.400  0.000
H  2.554  4.479  0.310  0.000
H  2.746  4.108  -4.610  0.000
H  4.260  5.686  -1.060  0.000
H  -2.325  4.066  0.678  -0.002
H  -1.061  1.288  2.911  0.019
H  -4.643  3.040  0.791  0.006
H  -3.031  -0.673  2.159  0.008
C  2.034  -2.304  0.329  0.004
C  3.337  -2.591  -0.422  0.000
H  1.278  -3.041  0.027  0.001
H  2.160  -2.462  1.417  0.001
H  3.659  -3.623  -0.229  0.000
H  3.208  -2.473  -1.504  0.000
H  4.161  -1.944  -0.114  0.000
C  1.702  -0.173  -1.648  -0.007
C  3.076  0.442  -1.917  -0.003
H  0.922  0.528  -1.970  0.000
H  1.580  -1.078  -2.263  0.000
H  3.196  0.644  -2.992  -0.001
H  3.198  1.395  -1.391  0.000
H  3.899  -0.226  -1.632  0.000
C  2.331  0.455  1.192  -0.005
C  3.823  0.103  1.209  -0.003
H  1.925  0.363  2.212  0.000
H  2.150  1.497  0.885  0.000
H  4.388  0.787  1.856  -0.001
H  3.980  -0.915  1.586  0.000
H  4.272  0.164  0.215  0.000
Br  -5.363  0.017  0.510  -0.005
P  -1.888  -1.680  -1.160  0.016
C  -0.738  -2.565  -2.239  0.003
C  -1.316  -3.793  -2.948  -0.001
H  0.130  -2.832  -1.619  0.000
H  -0.387  -1.823  -2.969  0.000
H  -0.533  -4.240  -3.579  0.000
H  -1.661  -4.564  -2.246  0.000
H  -2.159  -3.525  -3.597  0.000
C  -2.986  -2.938  -0.423  0.010
C  -4.240  -3.212  -1.241  0.000
H  -3.223  -2.619  0.606  0.004
H  -2.370  -3.845  -0.340  0.001
H  -4.898  -3.879  -0.675  0.000
H  -4.808  -2.303  -1.484  0.000
H  -3.989  -3.720  -2.184  0.000
C  -2.739  -0.398  -2.127  0.013
C  -3.179  -0.812  -3.528  0.003
H  -2.022  0.439  -2.178  0.003
H  -3.587  -0.049  -1.515  0.001
H  -3.715  0.026  -3.987  0.000
H  -2.330  -1.063  -4.179  0.000
H  -3.858  -1.673  -3.512  0.000
S  -0.230  -1.812  2.555  0.029
C  0.000  -0.798  3.927  0.019
N  1.197  -0.411  4.425  0.001
C  1.050  0.506  5.522  0.001
C  -0.448  0.790  5.573  0.002
N  -0.990  -0.217  4.643  0.000
H  2.026  -0.969  4.242  0.000
H  1.622  1.428  5.372  0.000
H  1.375  0.038  6.451  0.000
H  -0.704  1.809  5.251  0.001
H  -0.874  0.628  6.571  0.000
H  -1.977  -0.285  4.412  0.001

Highest occupied orbital energy (alpha / beta) = -0.492 / -0.520 Eh
Multiplicity = 5
Lowest unoccupied orbital energy (alpha / beta) = -6.71 / -7.09 eV
Orbital gap (alpha / beta) = 6.68 / 7.07 eV
Charge = +2

[2]
A molecular structure, C28H44FN7SiYb, computed with ωB97M-V with the def2-TZVPD basis set.

Last column: Löwdin spin population.
Positions of all 82 atoms, in Å:
Yb  -0.737  0.085  0.032  0.989
C  2.021  -1.920  0.371  0.000
Si  2.162  -0.762  1.861  0.000
C  2.056  -1.828  3.400  0.000
C  3.858  0.030  1.799  0.000
N  0.855  0.357  1.708  0.002
C  0.501  1.231  2.709  0.000
C  1.215  1.508  3.892  0.000
C  0.746  2.401  4.843  0.000
C  -0.455  3.080  4.682  0.000
C  -1.194  2.859  3.525  0.000
C  -0.677  1.969  2.623  0.000
F  -1.420  1.760  1.419  -0.001
H  2.446  -2.894  0.613  0.000
H  2.547  -1.536  -0.502  0.000
H  0.991  -2.137  0.044  0.000
H  2.832  -2.594  3.366  0.000
H  1.094  -2.335  3.473  0.000
H  2.195  -1.268  4.323  0.000
H  4.623  -0.736  1.651  0.000
H  4.108  0.559  2.718  0.000
H  3.938  0.741  0.976  0.000
H  2.160  1.016  4.060  0.000
H  1.339  2.570  5.731  0.000
H  -0.810  3.770  5.431  0.000
H  -2.129  3.360  3.323  0.000
C  -2.532  2.965  -0.861  0.000
N  -1.991  1.753  -1.492  0.000
C  -1.155  2.177  -2.628  0.000
C  -3.122  0.957  -2.037  0.000
C  -2.715  -0.443  -2.430  0.001
C  -3.166  -0.980  -3.632  0.000
C  -2.900  -2.306  -3.945  0.000
C  -2.201  -3.097  -3.046  0.000
C  -1.744  -2.542  -1.854  0.001
C  -1.966  -1.202  -1.513  0.005
H  -3.112  3.548  -1.586  0.000
H  -1.719  3.585  -0.486  0.000
H  -3.182  2.699  -0.030  0.000
H  -1.753  2.786  -3.317  0.000
H  -0.784  1.304  -3.160  0.000
H  -0.305  2.758  -2.276  0.000
H  -3.570  1.501  -2.881  0.000
H  -3.887  0.907  -1.255  0.000
H  -3.734  -0.368  -4.323  0.000
H  -3.252  -2.722  -4.879  0.000
H  -2.010  -4.138  -3.274  0.000
H  -1.186  -3.192  -1.180  0.000
C  4.362  1.113  -2.687  0.000
N  3.049  1.638  -2.329  0.000
C  3.111  2.765  -1.421  0.000
C  1.974  0.782  -2.263  0.000
N  1.140  0.797  -1.245  -0.001
N  1.823  -0.047  -3.316  0.000
C  2.266  0.301  -4.657  0.000
C  0.988  -1.227  -3.242  0.000
H  4.949  0.915  -1.784  0.000
H  4.902  1.839  -3.298  0.000
H  4.270  0.187  -3.246  0.000
H  3.831  3.481  -1.812  0.000
H  3.436  2.479  -0.412  0.000
H  2.142  3.256  -1.355  0.000
H  1.596  1.280  -0.473  0.000
H  2.647  1.318  -4.676  0.000
H  1.414  0.231  -5.336  0.000
H  3.039  -0.384  -5.008  0.000
H  0.986  -1.620  -2.228  0.000
H  1.408  -1.988  -3.901  0.000
H  -0.042  -1.028  -3.546  0.000
N  -3.625  -3.577  4.695  0.000
C  -3.042  -2.811  3.747  0.000
C  -1.942  -3.271  3.008  0.000
C  -1.376  -2.446  2.068  0.000
N  -1.807  -1.204  1.801  0.000
C  -2.865  -0.774  2.504  0.000
C  -3.502  -1.517  3.468  0.000
H  -3.333  -4.526  4.842  0.000
H  -4.452  -3.266  5.171  0.000
H  -1.537  -4.259  3.169  0.000
H  -0.527  -2.802  1.497  0.000
H  -3.215  0.229  2.285  0.000
H  -4.346  -1.100  3.997  0.000

Highest occupied orbital energy (alpha / beta) = -0.363 / -0.364 Eh
Multiplicity = 2
Lowest unoccupied orbital energy (alpha / beta) = -1.64 / -1.83 eV
Orbital gap (alpha / beta) = 8.25 / 8.07 eV
Charge = +1

[3]
A molecular structure, C28H44FeGeN3O4S3Si3, computed with ωB97M-V with the def2-TZVPD basis set.

Last column: Löwdin spin population.
Positions of all 87 atoms, in Å:
Fe  -0.886  0.046  -0.233  3.931
C  -3.140  -1.594  1.489  0.032
C  -2.158  -0.657  1.857  0.009
C  -2.628  0.633  1.489  0.009
C  -3.890  0.463  0.885  0.028
C  -4.202  -0.903  0.889  0.015
H  -3.052  -2.667  1.589  0.001
H  -1.301  -0.868  2.475  0.000
H  -2.164  1.576  1.748  0.001
H  -4.473  1.247  0.422  0.002
H  -5.054  -1.354  0.400  0.001
S  -1.802  1.927  -1.502  0.190
C  -2.782  1.034  -2.607  0.026
C  -3.615  1.826  -3.469  0.006
N  -4.268  2.495  -4.142  0.008
C  -2.802  -0.327  -2.732  0.012
S  -1.896  -1.438  -1.759  0.173
C  -3.626  -0.926  -3.744  0.002
N  -4.272  -1.440  -4.548  -0.001
C  -5.215  -2.019  4.586  0.000
C  -3.976  -1.227  4.888  0.001
C  -3.857  0.084  4.449  0.001
C  -2.710  0.814  4.697  0.000
C  -1.664  0.231  5.397  0.000
C  -1.765  -1.076  5.857  0.000
C  -2.921  -1.793  5.603  0.000
S  -0.141  1.106  5.568  0.000
O  -0.428  2.513  5.545  0.000
O  0.580  0.516  6.667  0.000
N  0.713  0.782  4.222  0.001
C  1.144  -0.597  3.997  0.000
C  1.871  -0.696  2.665  0.003
C  0.920  -0.417  1.518  0.006
O  0.619  -1.322  0.704  0.058
O  0.427  0.744  1.430  0.047
H  -5.645  -1.695  3.638  0.000
H  -5.962  -1.896  5.374  0.000
H  -4.984  -3.081  4.500  0.000
H  -4.640  0.514  3.837  0.000
H  -2.605  1.820  4.321  0.000
H  -0.946  -1.513  6.411  0.000
H  -2.998  -2.821  5.940  0.000
H  0.321  1.207  3.377  0.000
H  0.291  -1.290  4.004  0.000
H  1.815  -0.877  4.809  0.000
H  2.286  -1.697  2.553  0.001
H  2.685  0.031  2.638  0.000
C  2.679  1.673  -4.939  0.016
Si  1.245  1.923  -3.718  0.034
C  -0.283  1.862  -4.821  0.000
C  1.415  3.688  -3.061  0.001
Ge  1.236  0.372  -1.889  0.243
Si  3.333  0.849  -0.814  0.050
C  4.720  1.486  -1.944  0.020
C  4.065  -0.701  0.003  0.003
C  3.161  2.196  0.501  0.000
Si  1.722  -1.693  -2.995  0.037
C  0.632  -1.962  -4.512  0.002
C  1.531  -3.175  -1.844  -0.001
C  3.500  -1.800  -3.661  0.018
H  2.653  2.495  -5.660  0.003
H  2.559  0.742  -5.495  0.000
H  3.659  1.662  -4.467  0.000
H  -0.044  2.298  -5.795  0.000
H  -1.100  2.431  -4.384  0.000
H  -0.641  0.846  -4.984  0.000
H  1.306  4.418  -3.867  0.000
H  2.387  3.845  -2.590  0.000
H  0.642  3.883  -2.318  0.000
H  4.890  0.839  -2.803  0.000
H  5.648  1.532  -1.366  0.003
H  4.503  2.489  -2.311  0.000
H  4.685  -1.237  -0.719  0.000
H  3.298  -1.388  0.344  0.000
H  4.701  -0.430  0.850  0.000
H  2.939  3.149  0.015  0.000
H  4.092  2.312  1.063  0.000
H  2.349  1.989  1.194  0.000
H  -0.421  -2.026  -4.237  0.001
H  0.920  -2.892  -5.009  0.001
H  0.744  -1.149  -5.230  0.000
H  0.614  -3.110  -1.263  0.000
H  2.362  -3.221  -1.138  0.000
H  1.515  -4.103  -2.422  0.000
H  3.701  -1.027  -4.402  0.000
H  3.635  -2.774  -4.142  0.003
H  4.246  -1.711  -2.873  0.000

Highest occupied orbital energy (alpha / beta) = -0.058 / -0.074 Eh
Multiplicity = 6
Lowest unoccupied orbital energy (alpha / beta) = 4.20 / 4.02 eV
Orbital gap (alpha / beta) = 5.79 / 6.05 eV
Charge = -2